The following is a quantum chemistry calculation of 15 unconnected molecules or ions with the total composition C60H100O35, from the Open Molecules 2025 dataset.

Bonds (Å) are listed after each position.
Element x y z (Å)
1 C 3.435 -3.041 2.810  C2 1.551, C5 1.532, H6 1.115, H7 1.081
2 C 2.027 -3.617 3.108  C1 1.551, C3 1.581, H8 1.138, H9 1.090
3 C 2.005 -3.686 4.687  C2 1.581, O4 1.412, H10 1.118, H11 1.118
4 O 3.367 -3.769 5.052  C3 1.412, C5 1.433
5 C 4.095 -2.891 4.184  C1 1.532, O4 1.433, H12 1.116, H13 1.127
6 H 3.412 -2.055 2.289  C1 1.115
7 H 3.957 -3.765 2.200  C1 1.081
8 H 1.828 -4.656 2.689  C2 1.138
9 H 1.180 -3.037 2.742  C2 1.090
10 H 1.420 -4.514 5.159  C3 1.118
11 H 1.560 -2.769 5.145  C3 1.118
12 H 5.150 -3.257 4.161  C5 1.116
13 H 3.996 -1.856 4.619  C5 1.127
14 C 6.579 -0.107 1.251  C15 1.547, C18 1.558, H19 1.081, H20 1.103
15 C 5.814 0.607 2.391  C14 1.547, C16 1.515, H21 1.117, H22 1.078
16 C 5.887 2.030 1.877  C15 1.515, O17 1.433, H23 1.129, H24 1.098
17 O 5.479 1.908 0.508  C16 1.433, C18 1.460
18 C 6.278 0.790 0.013  C14 1.558, O17 1.460, H25 1.099, H26 1.118
19 H 6.330 -1.141 1.058  C14 1.081
20 H 7.671 -0.092 1.407  C14 1.103
21 H 6.233 0.561 3.426  C15 1.117
22 H 4.804 0.231 2.416  C15 1.078
23 H 6.952 2.382 2.007  C16 1.129
24 H 5.217 2.722 2.405  C16 1.098
25 H 7.198 1.215 -0.413  C18 1.099
26 H 5.734 0.287 -0.824  C18 1.118
27 C 4.756 0.296 -3.433  C28 1.528, C31 1.486, H32 1.124, H33 1.095
28 C 4.721 -0.074 -4.915  C27 1.528, C29 1.559, H34 1.105, H35 1.093
29 C 5.054 1.315 -5.539  C28 1.559, O30 1.442, H36 1.096, H37 1.101
30 O 5.868 1.963 -4.540  C29 1.442, C31 1.382
31 C 5.920 1.218 -3.377  C27 1.486, O30 1.382, H38 1.116, H39 1.089
32 H 4.704 -0.629 -2.796  C27 1.124
33 H 3.855 0.877 -3.213  C27 1.095
34 H 3.784 -0.598 -5.174  C28 1.105
35 H 5.540 -0.755 -5.163  C28 1.093
36 H 4.129 1.872 -5.724  C29 1.096
37 H 5.638 1.205 -6.465  C29 1.101
38 H 6.024 1.850 -2.463  C31 1.116
39 H 6.846 0.646 -3.432  C31 1.089
40 C -1.788 -6.951 1.503  C41 1.607, C44 1.549, H45 1.085, H46 1.074
41 C -2.853 -5.867 0.980  C40 1.607, C42 1.518, H47 1.105, H48 1.106
42 C -2.181 -4.542 1.292  C41 1.518, O43 1.423, H49 1.129, H50 1.092
43 O -0.884 -4.706 1.853  C42 1.423, C44 1.442
44 C -0.855 -6.057 2.358  C40 1.549, O43 1.442, H51 1.093, H52 1.110
45 H -1.265 -7.384 0.657  C40 1.085
46 H -2.252 -7.720 2.092  C40 1.074
47 H -3.841 -5.945 1.469  C41 1.105
48 H -3.044 -6.020 -0.099  C41 1.106
49 H -2.784 -3.967 2.054  C42 1.129
50 H -2.001 -3.871 0.450  C42 1.092
51 H -1.206 -6.036 3.393  C44 1.093
52 H 0.230 -6.280 2.426  C44 1.110
53 C 2.673 1.053 4.703  C54 1.539, C57 1.552, H58 1.111, H59 1.101
54 C 2.469 2.567 4.516  C53 1.539, C55 1.529, H60 1.117, H61 1.092
55 C 1.024 2.699 4.037  C54 1.529, O56 1.450, H62 1.091, H63 1.094
56 O 0.596 1.337 3.781  C55 1.450, C57 1.391
57 C 1.673 0.463 3.673  C53 1.552, O56 1.391, H64 1.100, H65 1.094
58 H 2.398 0.686 5.715  C53 1.111
59 H 3.713 0.847 4.408  C53 1.101
60 H 3.180 2.964 3.752  C54 1.117
61 H 2.592 3.118 5.451  C54 1.092
62 H 0.946 3.292 3.125  C55 1.091
63 H 0.398 3.181 4.794  C55 1.094
64 H 2.102 0.433 2.661  C57 1.100
65 H 1.318 -0.554 3.868  C57 1.094
66 C 2.561 3.600 -2.997  C67 1.521, H73 1.092, H74 1.095, H75 1.088
67 C 3.550 3.457 -1.850  C66 1.521, C68 1.573, O72 1.450, H76 1.081
68 C 3.783 4.732 -0.958  C67 1.573, O69 1.483, H77 1.085, H78 1.101
69 O 3.084 4.380 0.302  C68 1.483, C70 1.347
70 C 2.730 3.081 0.263  O69 1.347, O71 1.214, O72 1.352
71 O 2.189 2.550 1.212  C70 1.214
72 O 3.057 2.477 -0.902  C67 1.450, C70 1.352
73 H 2.778 2.894 -3.800  C66 1.092
74 H 2.801 4.584 -3.416  C66 1.095
75 H 1.529 3.466 -2.682  C66 1.088
76 H 4.494 3.127 -2.260  C67 1.081
77 H 3.315 5.601 -1.408  C68 1.085
78 H 4.836 4.848 -0.660  C68 1.101
79 C 0.434 -5.088 -1.449  C80 1.470, H86 1.087, H87 1.062, H88 1.089
80 C 1.604 -4.535 -0.752  C79 1.470, C81 1.499, O85 1.507, H89 1.088
81 C 2.659 -5.479 -0.258  C80 1.499, O82 1.460, H90 1.075, H91 1.052
82 O 3.866 -4.657 -0.228  C81 1.460, C83 1.357
83 C 3.729 -3.728 -1.209  O82 1.357, O84 1.204, O85 1.308
84 O 4.578 -2.995 -1.646  C83 1.204
85 O 2.483 -3.651 -1.598  C80 1.507, C83 1.308
86 H -0.168 -4.269 -1.833  C79 1.087
87 H -0.141 -5.720 -0.819  C79 1.062
88 H 0.751 -5.677 -2.308  C79 1.089
89 H 1.304 -3.886 0.067  C80 1.088
90 H 2.775 -6.352 -0.873  C81 1.075
91 H 2.453 -5.805 0.721  C81 1.052
92 C -1.465 4.058 1.476  C93 1.513, H99 1.083, H100 1.094, H101 1.101
93 C -0.409 5.139 1.386  C92 1.513, C94 1.574, O98 1.469, H102 1.082
94 C -0.895 6.570 0.947  C93 1.574, O95 1.455, H103 1.126, H104 1.083
95 O -0.208 7.473 1.858  C94 1.455, C96 1.322
96 C 0.421 6.848 2.839  O95 1.322, O97 1.166, O98 1.422
97 O 1.026 7.325 3.715  C96 1.166
98 O 0.205 5.452 2.683  C93 1.469, C96 1.422
99 H -1.815 3.898 0.464  C92 1.083
100 H -2.305 4.430 2.069  C92 1.094
101 H -1.037 3.208 2.030  C92 1.101
102 H 0.395 4.768 0.765  C93 1.082
103 H -1.982 6.693 1.212  C94 1.126
104 H -0.711 6.807 -0.094  C94 1.083
105 C 0.001 -2.902 -4.420  C106 1.532, H112 1.097, H113 1.076, H114 1.056
106 C 0.437 -1.531 -4.949  C105 1.532, C107 1.600, O111 1.488, H115 1.088
107 C -0.806 -0.606 -5.349  C106 1.600, O108 1.445, H116 1.107, H117 1.096
108 O -0.537 0.612 -4.619  C107 1.445, C109 1.318
109 C 0.418 0.461 -3.724  O108 1.318, O110 1.161, O111 1.314
110 O 0.617 1.267 -2.912  C109 1.161
111 O 1.028 -0.694 -3.871  C106 1.488, C109 1.314
112 H -0.572 -2.729 -3.500  C105 1.097
113 H 0.803 -3.530 -4.072  C105 1.076
114 H -0.549 -3.390 -5.177  C105 1.056
115 H 1.182 -1.604 -5.739  C106 1.088
116 H -1.703 -1.057 -4.884  C107 1.107
117 H -1.009 -0.447 -6.414  C107 1.096
118 C -5.279 -3.472 -0.226  C119 1.481, H125 1.083, H126 1.097, H127 1.086
119 C -6.581 -2.902 -0.640  C118 1.481, C120 1.530, O124 1.466, H128 1.097
120 C -7.803 -3.550 0.014  C119 1.530, O121 1.421, H129 1.080, H130 1.090
121 O -7.975 -2.715 1.151  C120 1.421, C122 1.403
122 C -7.416 -1.449 0.920  O121 1.403, O123 1.195, O124 1.327
123 O -7.518 -0.489 1.625  C122 1.195
124 O -6.723 -1.507 -0.211  C119 1.466, C122 1.327
125 H -5.116 -3.375 0.840  C118 1.083
126 H -4.370 -3.219 -0.785  C118 1.097
127 H -5.425 -4.545 -0.303  C118 1.086
128 H -6.672 -2.808 -1.729  C119 1.097
129 H -7.571 -4.536 0.388  C120 1.080
130 H -8.738 -3.591 -0.545  C120 1.090
131 C -1.678 3.857 -5.420  C132 1.463, H138 1.097, H139 1.061, H140 1.086
132 C -2.002 4.473 -4.133  C131 1.463, C133 1.516, O137 1.435, H141 1.086
133 C -1.997 3.576 -2.910  C132 1.516, O134 1.471, H142 1.111, H143 1.054
134 O -1.073 4.227 -1.968  C133 1.471, C135 1.348
135 C -0.449 5.255 -2.576  O134 1.348, O136 1.198, O137 1.362
136 O 0.425 5.944 -2.132  C135 1.198
137 O -0.971 5.421 -3.822  C132 1.435, C135 1.362
138 H -1.330 4.625 -6.121  C131 1.097
139 H -2.504 3.358 -5.861  C131 1.061
140 H -0.893 3.128 -5.240  C131 1.086
141 H -2.919 5.049 -4.205  C132 1.086
142 H -1.623 2.569 -3.192  C133 1.111
143 H -2.929 3.528 -2.421  C133 1.054
144 C -1.573 -1.788 4.124  C145 1.486, H151 1.096, H152 1.069, H153 1.098
145 C -2.305 -1.076 5.203  C144 1.486, C146 1.549, O150 1.447, H154 1.109
146 C -1.344 -0.734 6.368  C145 1.549, O147 1.452, H155 1.074, H156 1.081
147 O -1.133 0.697 6.238  C146 1.452, C148 1.355
148 C -2.066 1.204 5.398  O147 1.355, O149 1.173, O150 1.406
149 O -2.237 2.330 5.118  C148 1.173
150 O -2.921 0.200 4.909  C145 1.447, C148 1.406
151 H -0.726 -1.181 3.783  C144 1.096
152 H -2.205 -1.935 3.276  C144 1.069
153 H -1.237 -2.777 4.464  C144 1.098
154 H -3.132 -1.744 5.521  C145 1.109
155 H -0.394 -1.234 6.371  C146 1.074
156 H -1.818 -0.911 7.324  C146 1.081
157 C 2.539 -0.694 0.076  C158 1.510, H164 1.080, H165 1.089, H166 1.073
158 C 1.053 -0.706 0.346  C157 1.510, C159 1.548, O163 1.480, H167 1.120
159 C 0.298 0.596 -0.017  C158 1.548, O160 1.452, H168 1.081, H169 1.107
160 O -1.004 0.047 -0.353  C159 1.452, C161 1.338
161 C -0.871 -1.222 -0.758  O160 1.338, O162 1.241, O163 1.290
162 O -1.766 -1.877 -1.316  C161 1.241
163 O 0.297 -1.686 -0.464  C158 1.480, C161 1.290
164 H 2.861 -0.013 0.850  C157 1.080
165 H 2.781 -0.256 -0.891  C157 1.089
166 H 3.014 -1.647 0.207  C157 1.073
167 H 0.820 -0.939 1.416  C158 1.120
168 H 0.685 1.136 -0.868  C159 1.081
169 H 0.151 1.269 0.849  C159 1.107
170 C -4.042 0.870 1.308  C171 1.478, H177 1.115, H178 1.089, H179 1.074
171 C -5.037 1.938 1.076  C170 1.478, C172 1.523, O176 1.482, H180 1.076
172 C -5.121 2.984 2.179  C171 1.523, O173 1.451, H181 1.122, H182 1.100
173 O -4.853 4.257 1.535  C172 1.451, C174 1.351
174 C -4.655 4.112 0.207  O173 1.351, O175 1.156, O176 1.356
175 O -4.514 5.008 -0.509  C174 1.156
176 O -4.661 2.786 -0.080  C171 1.482, C174 1.356
177 H -3.061 1.258 1.668  C170 1.115
178 H -3.893 0.426 0.325  C170 1.089
179 H -4.405 0.133 2.000  C170 1.074
180 H -6.019 1.505 1.005  C171 1.076
181 H -4.350 2.800 2.973  C172 1.122
182 H -6.122 3.063 2.629  C172 1.100
183 C -4.398 -1.535 -4.047  C184 1.517, H190 1.095, H191 1.128, H192 1.071
184 C -5.149 -0.431 -3.327  C183 1.517, C185 1.510, O189 1.461, H193 1.113
185 C -4.366 0.787 -2.898  C184 1.510, O186 1.480, H194 1.085, H195 1.060
186 O -4.332 1.620 -4.121  C185 1.480, C187 1.400
187 C -5.429 1.248 -4.908  O186 1.400, O188 1.196, O189 1.398
188 O -5.909 1.824 -5.840  C187 1.196
189 O -6.040 0.126 -4.343  C184 1.461, C187 1.398
190 H -5.089 -2.363 -4.235  C183 1.095
191 H -3.550 -1.961 -3.437  C183 1.128
192 H -3.913 -1.263 -4.963  C183 1.071
193 H -5.865 -0.818 -2.567  C184 1.113
194 H -3.374 0.482 -2.583  C185 1.085
195 H -4.861 1.351 -2.150  C185 1.060

molecular weight	1381.43	g mol⁻¹
maximum force	0.089	hartree/bohr
gap between HOMO and LUMO	9.054	eV
HOMO energy	-9.16	eV